The following is a DFT calculation (ωB97M-V with the def2-TZVPD basis set) of the ion C2H5N6O4 with charge +1.

Last column: natural (NBO) charge in e.
Cartesian coordinates (Å):
N (-1.2930, 0.9829, 0.4815)  -0.632
N (-0.3847, 0.3684, -0.4200)  -0.270
N (0.0147, -0.9163, -0.0116)  -0.462
C (1.2641, -1.3178, 0.1467)  0.636
O (1.7469, -2.3003, 0.6482)  -0.474
C (2.1076, -0.3402, -0.6860)  -0.137
N (1.6577, 0.9333, -0.6613)  -0.013
N (2.1212, 1.8841, -0.1869)  0.588
O (2.1858, 2.8816, 0.3404)  -0.089
N (3.6603, -0.3411, -0.1132)  0.584
O (3.9359, 0.6127, 0.5440)  -0.332
O (4.1113, -1.4042, -0.2487)  -0.215
H (-1.0350, 0.7549, 1.4029)  0.367
H (-2.2395, 0.7366, 0.3850)  0.369
H (-0.7205, 0.4394, -1.3687)  0.393
H (-0.7688, -1.4030, 0.3288)  0.415
H (2.0833, -0.6966, -1.6970)  0.273

orbital gap (alpha / beta)	8.27 / 8.27	eV
structure (SMILES)	NNNC(=O)[C@@H](N=[N+]=O)[N+](=O)[O-]
HOMO energy (alpha / beta)	-0.5084 / -0.5084	Eh
LUMO (alpha / beta)	-0.204 / -0.204	hartree
spin multiplicity	1
charge	+1



The following is a DFT calculation (ωB97M-V with the def2-TZVPD basis set) of a cluster of 2 separate species, C9H19NOSi in total.

Last column: natural (NBO) charge in e.
Cartesian coordinates (Å):
C (-2.3275, -0.3709, -0.9123)  0.217
C (-1.2497, -2.6794, -3.1996)  -0.598
C (0.8458, -1.7222, 2.5255)  -0.600
C (2.5361, 2.1273, 0.1037)  -0.608
C (-1.4345, 2.8830, 0.9872)  -0.247
C (-0.6525, -1.5854, -2.3047)  -0.431
C (0.8367, -0.2020, 2.6607)  -0.918
C (1.4407, 1.1464, -0.3256)  -0.919
C (-1.4482, -1.4100, -1.0501)  -0.374
N (-3.0412, 0.5397, -0.7939)  -0.429
O (-0.6811, 1.8952, 1.6477)  -0.919
Si (0.2484, 0.7038, 1.0995)  1.788
H (-2.2734, -2.4290, -3.4713)  0.209
H (-0.6641, -2.7862, -4.1114)  0.207
H (-1.2564, -3.6352, -2.6785)  0.201
H (-0.1564, -2.0941, 2.3352)  0.211
H (1.4854, -2.0365, 1.7055)  0.202
H (1.2149, -2.1822, 3.4401)  0.209
H (3.1844, 2.3556, -0.7361)  0.214
H (2.1087, 3.0574, 0.4607)  0.206
H (3.1476, 1.7088, 0.8985)  0.202
H (-1.7572, 3.6052, 1.7375)  0.184
H (-2.2994, 2.4240, 0.5115)  0.225
H (-0.8349, 3.3865, 0.2287)  0.165
H (-0.6316, -0.6423, -2.8567)  0.209
H (0.3796, -1.8635, -2.0626)  0.204
H (1.8452, 0.1320, 2.9117)  0.232
H (0.1933, 0.0812, 3.4956)  0.248
H (1.9082, 0.2514, -0.7331)  0.241
H (0.8639, 1.5895, -1.1396)  0.244
H (-1.5308, -2.2479, -0.3736)  0.222

orbital gap (alpha / beta)	5.69 / 7.71	eV
HOMO energy (alpha / beta)	-0.2335 / -0.2817	Eh
LUMO (alpha / beta)	-0.024 / 0.002	hartree
spin multiplicity	1
charge	0



The following is a DFT calculation (ωB97M-V with the def2-TZVPD basis set) of the molecule C4H3NO2.

Last column: natural (NBO) charge in e.
Cartesian coordinates (Å):
O (2.5320, 0.0864, -0.4256)  -0.449
C (1.7289, -0.0888, 0.3476)  0.409
C (0.3151, -0.0577, 0.1565)  -0.057
C (-0.5251, 1.1503, 0.0381)  0.077
O (-1.8193, 0.6955, -0.0532)  -0.418
C (-1.6556, -0.6762, -0.1112)  0.352
N (-0.5506, -1.2104, -0.0155)  -0.428
H (2.0277, -0.5506, 1.2812)  0.093
H (-0.4132, 2.1888, 0.2209)  0.220
H (-2.6426, -1.3868, -0.1487)  0.202

orbital gap	10.52	eV
structure (SMILES)	O=Cc1cocn1
HOMO energy	-0.3549	Eh
LUMO	0.032	hartree
spin multiplicity	1
charge	0



The following is a DFT calculation (ωB97M-V with the def2-TZVPD basis set) of a structure of composition C45H115N5O15.

Last column: Löwdin charge in e.
Cartesian coordinates (Å):
C (-3.1897, -1.7226, -1.4203)  -0.101
O (-2.4894, -0.5798, -1.0786)  -0.238
C (-3.1952, 0.6111, -0.9212)  -0.203
C (-2.3616, 1.8923, -1.3309)  -0.128
N (-2.2706, 2.1462, -2.7647)  -0.044
C (-3.4598, 2.2020, -3.4627)  -0.242
C (-3.3203, 2.9749, -4.8020)  -0.210
O (-3.3456, 4.3565, -4.5401)  -0.159
C (-3.1774, 5.0722, -5.6968)  -0.162
H (-3.7332, -2.1469, -0.5761)  -0.041
H (-2.4653, -2.4653, -1.7545)  0.121
H (-3.9633, -1.4837, -2.1501)  0.121
H (-3.4167, 0.6815, 0.1437)  -0.021
H (-4.1307, 0.7182, -1.4702)  0.129
H (-1.3238, 1.7498, -1.0296)  0.069
H (-2.6682, 2.7574, -0.7430)  0.125
H (-1.4130, 2.3587, -3.2540)  0.124
H (-4.3348, 2.5425, -2.9092)  0.127
H (-3.7722, 1.2088, -3.7854)  0.104
H (-4.1971, 2.7183, -5.3965)  0.115
H (-2.5155, 2.7245, -5.4931)  0.118
H (-2.5404, 4.7002, -6.4993)  0.089
H (-2.7811, 6.0713, -5.5155)  0.085
H (-4.1510, 5.3382, -6.1086)  0.086
C (5.5368, 0.9211, -4.6824)  -0.102
O (6.0979, 1.4589, -3.4773)  -0.204
C (6.5460, 0.4108, -2.6431)  -0.197
C (6.8038, 0.9721, -1.1764)  -0.172
N (5.5768, 1.0653, -0.3808)  -0.063
C (5.3111, -0.2129, 0.3285)  -0.161
C (3.8843, -0.2978, 0.8235)  -0.215
O (3.5398, -1.7124, 0.8389)  -0.071
C (2.3584, -2.1685, 1.3823)  -0.191
H (4.5570, 0.4998, -4.4578)  0.059
H (6.1219, 0.3365, -5.3924)  0.092
H (5.3285, 1.7242, -5.3894)  0.089
H (7.4296, -0.1628, -2.9234)  0.118
H (5.6612, -0.2238, -2.6942)  0.107
H (7.1824, 1.9844, -1.3187)  0.115
H (7.5705, 0.5086, -0.5555)  0.106
H (5.6982, 1.7524, 0.3494)  0.104
H (6.0513, -0.2824, 1.1257)  0.117
H (5.4619, -1.1225, -0.2528)  0.122
H (3.2412, 0.2801, 0.1598)  0.104
H (3.6400, 0.2066, 1.7584)  0.022
H (1.4645, -1.8391, 0.8525)  0.071
H (2.1890, -1.9077, 2.4270)  0.080
H (2.2127, -3.2485, 1.4063)  0.043
C (0.6327, 0.4781, -1.9105)  -0.295
O (1.0426, 1.3225, -2.9517)  -0.128
C (2.4587, 1.2470, -3.2946)  -0.178
C (3.2090, 2.1045, -2.2934)  -0.197
N (2.8987, 3.5300, -2.1621)  -0.036
C (3.1900, 4.3465, -3.2978)  -0.220
C (2.9896, 5.8206, -2.9341)  -0.250
O (3.3398, 6.6271, -4.0018)  -0.194
C (3.9352, 7.8960, -3.6015)  -0.079
H (1.1200, 0.7324, -0.9692)  0.080
H (0.8243, -0.5837, -2.0653)  0.011
H (-0.4521, 0.3749, -1.9360)  0.096
H (2.5613, 1.6172, -4.3147)  0.112
H (2.8481, 0.2296, -3.3296)  0.110
H (4.2467, 1.8045, -2.4389)  0.085
H (3.0148, 1.6668, -1.3141)  0.082
H (1.9155, 3.6575, -1.9695)  0.105
H (2.5650, 4.0633, -4.1448)  0.116
H (4.2068, 4.1603, -3.6437)  0.127
H (3.6142, 5.9995, -2.0589)  0.121
H (1.9170, 5.9867, -2.8332)  0.128
H (4.1380, 8.5669, -4.4363)  0.084
H (4.7990, 7.6513, -2.9834)  0.080
H (3.3157, 8.4649, -2.9083)  0.077
C (3.3029, 2.6456, 2.3580)  -0.099
O (2.1679, 2.0017, 2.7948)  -0.194
C (2.3318, 0.5360, 2.6409)  -0.186
C (1.2286, -0.2500, 3.3295)  -0.160
N (1.0939, -0.0584, 4.8196)  -0.033
C (-0.0805, -0.6806, 5.3621)  -0.158
C (-0.9942, 0.5467, 5.5476)  -0.305
O (-0.4896, 1.2899, 6.6828)  -0.175
C (-1.2382, 2.4574, 6.9476)  -0.090
H (4.1878, 2.4015, 2.9459)  0.108
H (3.1651, 3.7268, 2.3519)  0.095
H (3.4651, 2.3830, 1.3126)  0.088
H (3.2679, 0.1188, 3.0122)  0.145
H (2.3183, 0.2771, 1.5822)  0.071
H (1.2559, -1.3217, 3.1324)  0.083
H (0.3158, 0.1351, 2.8750)  0.099
H (0.9842, 0.8813, 5.1732)  0.093
H (0.2356, -1.1272, 6.3048)  0.120
H (-0.4800, -1.4848, 4.7442)  0.119
H (-1.9630, 0.0548, 5.6351)  0.104
H (-0.9903, 1.1558, 4.6437)  0.063
H (-0.7444, 2.9232, 7.8004)  0.089
H (-2.2870, 2.2322, 7.1410)  0.089
H (-1.1015, 3.0719, 6.0577)  0.088
C (-2.4254, -5.6459, 2.0785)  -0.063
O (-3.0972, -4.5800, 1.4851)  -0.188
C (-2.6234, -3.2996, 1.5114)  -0.174
C (-3.7929, -2.4556, 0.8074)  -0.159
N (-4.7866, -1.9351, 1.7867)  -0.053
C (-5.4639, -3.0267, 2.3880)  -0.189
C (-6.1795, -3.9383, 1.4636)  -0.217
O (-6.9656, -3.2312, 0.5034)  -0.190
C (-7.5007, -4.0311, -0.5390)  -0.097
H (-1.4676, -5.6412, 1.5582)  0.074
H (-2.9838, -6.5797, 2.0121)  0.099
H (-2.2137, -5.3658, 3.1104)  0.095
H (-1.7592, -3.1558, 0.8628)  0.054
H (-2.5045, -2.8448, 2.4948)  0.118
H (-4.2682, -2.9329, -0.0495)  0.138
H (-3.3456, -1.5804, 0.3361)  0.049
H (-5.5342, -1.5030, 1.2628)  0.152
H (-6.2250, -2.6709, 3.0823)  0.138
H (-4.7936, -3.5120, 3.0974)  0.140
H (-6.8671, -4.4948, 2.1006)  0.125
H (-5.6308, -4.7353, 0.9618)  0.118
H (-8.2306, -3.4963, -1.1467)  0.089
H (-8.0980, -4.8158, -0.0748)  0.084
H (-6.7198, -4.4978, -1.1395)  0.088
C (-0.1358, -0.7388, -0.6352)  -0.193
C (-0.6540, -1.6645, 0.4662)  -0.383
C (-0.0777, -2.9964, 0.3442)  -0.088
O (-0.0690, -1.0851, 1.6418)  -0.146
H (-0.6416, 0.2245, -0.5683)  0.049
H (-0.2885, -1.1693, -1.6248)  0.064
H (0.9477, -0.6631, -0.5439)  0.124
H (-1.7410, -1.6495, 0.3863)  0.092
H (-0.4898, -3.7639, 0.9993)  0.057
H (0.9916, -2.8970, 0.5310)  0.046
H (-0.1764, -3.3801, -0.6713)  0.118
H (-0.5147, -1.6101, 2.3106)  0.099
C (-2.6645, 0.7563, 3.9950)  -0.074
C (-3.3173, -0.0460, 2.9086)  -0.351
C (-2.9433, 0.3014, 1.4468)  -0.034
O (-3.0520, -1.4148, 3.1740)  -0.082
H (-3.1932, 0.6566, 4.9430)  0.102
H (-2.4597, 1.7989, 3.7518)  0.109
H (-1.6579, 0.3824, 4.1827)  0.002
H (-4.3777, 0.1878, 3.0032)  0.135
H (-3.0759, 1.2809, 0.9872)  0.107
H (-3.5213, -0.3701, 0.8119)  0.061
H (-1.9387, -0.0755, 1.2548)  0.098
H (-3.5800, -1.8733, 2.5162)  -0.060
C (0.5986, -2.0428, -3.2855)  -0.061
C (-0.3967, -1.6468, -4.3420)  -0.404
C (0.2066, -0.9488, -5.6391)  0.000
O (-1.1354, -2.8311, -4.6463)  -0.060
H (0.1655, -2.4918, -2.3917)  0.062
H (1.1116, -1.2175, -2.7918)  0.031
H (1.4303, -2.6269, -3.6794)  0.114
H (-1.1732, -1.0597, -3.8515)  0.128
H (-0.5362, -0.2779, -6.0706)  0.070
H (0.6332, -1.5881, -6.4121)  0.075
H (1.0890, -0.3583, -5.3929)  0.055
H (-1.2444, -3.3331, -3.8353)  0.068
C (1.4812, -3.9995, 2.8896)  -0.112
C (1.9294, -5.4395, 2.6180)  -0.423
C (1.7671, -5.5362, 1.0954)  -0.029
O (3.2789, -5.5012, 3.0383)  -0.026
H (2.1439, -3.2802, 2.4085)  -0.018
H (1.6101, -3.7379, 3.9398)  0.099
H (0.4391, -3.6961, 2.7885)  0.089
H (1.2848, -6.0827, 3.2172)  0.134
H (2.0492, -6.5311, 0.7509)  0.086
H (2.4108, -4.8088, 0.6007)  0.090
H (0.7621, -5.2731, 0.7653)  0.057
H (3.4389, -5.2592, 3.9535)  0.094
C (0.1712, 4.1712, 1.4427)  -0.037
C (-0.5237, 2.8583, 1.7242)  -0.408
C (0.0845, 1.7404, 0.8154)  -0.030
O (-0.3226, 2.4912, 3.0520)  -0.055
H (-0.2428, 4.9066, 2.1327)  0.081
H (-0.1398, 4.6175, 0.4981)  0.082
H (1.2494, 4.1824, 1.6018)  0.062
H (-1.5790, 3.0700, 1.5520)  0.127
H (0.2003, 1.9188, -0.2536)  0.068
H (-0.2935, 0.7212, 0.8956)  0.056
H (1.1325, 1.6041, 1.0823)  0.079
H (0.4955, 2.0155, 3.2137)  0.046

orbital gap	8.34	eV
HOMO energy	-0.2888	Eh
LUMO	0.018	hartree
spin multiplicity	1
charge	0



The following is a DFT calculation (ωB97M-V with the def2-TZVPD basis set) of the molecule C5H5F.

Last column: natural (NBO) charge in e.
Cartesian coordinates (Å):
F (-2.1408, -0.0503, -0.5062)  -0.369
C (-0.9993, -0.0291, 0.3165)  0.120
C (-0.1168, -1.1819, -0.0152)  -0.213
C (1.1056, -0.7123, -0.2196)  -0.203
C (1.0437, 0.7797, -0.2234)  -0.206
C (-0.2129, 1.1695, 0.0384)  -0.217
H (-1.4600, -0.0165, 1.2951)  0.198
H (-0.3765, -2.2169, 0.1800)  0.220
H (1.9629, -1.3233, -0.4545)  0.219
H (1.9253, 1.4315, -0.3985)  0.220
H (-0.7312, 2.1496, -0.0125)  0.230

orbital gap	9.55	eV
structure (SMILES)	FC1C=CC=C1
HOMO energy	-0.3325	Eh
LUMO	0.018	hartree
spin multiplicity	1
charge	0



The following is a DFT calculation (ωB97M-V with the def2-TZVPD basis set) of the ion C4H5O4P with charge -2.

Last column: natural (NBO) charge in e.
Cartesian coordinates (Å):
C (-0.4599, 0.4724, 1.6555)  -0.617
C (-0.1098, 0.1350, 0.2353)  -0.419
C (0.9396, -0.6796, 0.1544)  -0.245
C (1.5557, -1.4457, -1.0355)  0.730
O (1.4263, -2.6990, -1.0592)  -0.809
O (2.1668, -0.7387, -1.8494)  -0.778
P (-1.1526, 0.8987, -1.0813)  2.040
O (-2.4871, 0.2796, -1.1779)  -1.195
O (-1.0576, 2.3800, -0.9648)  -1.215
H (-1.5842, 0.6765, 1.8695)  0.189
H (-0.1777, 1.4283, 1.9589)  0.194
H (-0.1799, -0.2768, 2.4108)  0.180
H (1.5152, -1.0642, 1.0640)  0.152
H (-0.3949, 0.6333, -2.1802)  -0.207

orbital gap	7.23	eV
structure (SMILES)	C/C(=C/C(=O)[O-])[P@@H](=O)[O-]
HOMO energy	-0.0247	Eh
LUMO	0.241	hartree
spin multiplicity	1
charge	-2



| no. | DFT total energy (eV) |
| --- | --- |
| 1 | -19268.21301 |
| 2 | -21054.39329 |
| 3 | -9778.92571 |
| 4 | -86650.81791 |
| 5 | -7981.89483 |
| 6 | -21708.52805 |